Entry 1:
Formula: C36H87N10O10PdRb
Source: OMol25
Level of theory: wB97M-V/def2-TZVPD

Output
**LUMO level (alpha / beta)**: -5.26 / -8.23 eV
**Orbital gap (alpha / beta)**: 4.2 / 1.3 eV
**Max |F|**: 9.210 eV/Å
**Highest occupied orbital energy (alpha / beta)**: -0.34875 / -0.34870 Eh
**⟨S²⟩**: 2.0084

Structure (ORCA input):
```
! RIJCOSX wB97M-V def2-TZVPD def2/J DEFGRID3
* xyz 2 3
Rb -37.75440 11.21731 20.21974
Pd -39.03455 17.87556 17.92796
C -33.38166 15.27354 20.10671
C -34.22261 16.33294 20.89585
C -33.52758 17.74313 20.84323
O -35.57448 16.45965 20.41361
H -32.29964 15.36292 20.20347
H -33.78600 15.14707 19.10241
H -33.70259 14.29415 20.46153
H -34.33242 16.07235 21.94854
H -33.82591 18.36309 19.99781
H -32.46498 17.52703 20.95404
H -33.77784 18.27553 21.76086
C -31.37172 23.71883 24.66166
O -31.22387 25.07928 24.22803
C -31.87270 25.28531 22.96287
C -31.86613 26.87308 22.70652
N -30.58135 27.42334 22.23898
C -30.53488 28.80328 21.69953
C -29.22693 29.08310 20.84754
O -28.94106 28.34957 19.64457
C -28.26731 27.12609 19.97280
H -30.82718 23.58292 25.59606
H -31.14156 22.89496 23.98611
H -32.40710 23.69021 25.00120
H -32.86926 24.84396 22.94898
H -31.56213 24.59270 22.18062
H -32.00976 27.51305 23.57710
H -32.67577 27.10247 22.01372
H -30.17535 27.22881 23.14309
H -30.65221 29.55060 22.48429
H -31.41958 29.05913 21.11647
H -28.36561 28.90967 21.49263
H -29.20888 30.14470 20.60099
H -27.18497 27.24915 20.01127
H -28.43327 26.39158 19.18473
H -28.51797 26.58317 20.88412
C -33.08291 20.77261 13.58228
O -34.35819 20.32678 14.17387
C -34.97313 19.30372 13.49024
C -36.04308 18.68189 14.39272
N -37.12227 19.54329 14.80860
C -38.11262 19.66978 13.68393
C -39.40149 20.25909 14.19660
O -39.80780 19.52601 15.37192
C -41.25739 19.33118 15.40549
H -33.12616 20.87537 12.49800
H -32.43688 19.98250 13.96501
H -32.76241 21.72187 14.01159
H -34.27042 18.49084 13.30714
H -35.46712 19.65291 12.58352
H -35.69672 18.19752 15.30570
H -36.48222 17.83563 13.86442
H -36.66205 20.44173 14.84174
H -38.32664 18.67513 13.29279
H -37.79877 20.36639 12.90654
H -39.98857 20.03767 13.30531
H -39.41871 21.31947 14.44837
H -41.71259 19.86913 16.23705
H -41.61089 18.31917 15.60297
H -41.69296 19.62295 14.44985
C -28.69947 15.28257 13.37469
C -28.33201 14.15063 12.50440
C -29.31747 14.04390 11.24277
C -29.09365 15.12702 10.09896
C -27.68411 14.94034 9.60214
C -26.61151 15.06819 10.77865
N -27.00134 14.25353 11.96215
O -25.95147 14.33274 12.96251
C -25.27954 14.45393 10.19960
C -26.43244 16.54978 11.25221
C -28.49451 12.81824 13.33122
H -28.69706 16.25835 12.88894
H -27.97911 15.36557 14.18851
H -29.66237 15.31050 13.88475
H -29.09448 13.05751 10.83608
H -30.35184 14.05304 11.58640
H -29.27046 16.10517 10.54624
H -29.79302 14.92412 9.28791
H -27.56769 15.72636 8.85600
H -27.62172 13.96591 9.11770
H -24.51216 14.38528 10.97065
H -25.38687 13.40962 9.90635
H -24.89531 14.97170 9.32074
H -25.74010 17.09229 10.60843
H -27.35580 17.12835 11.27975
H -25.81607 16.63996 12.14666
H -29.52043 12.57270 13.60565
H -27.92603 13.12503 14.20918
H -28.08413 11.86880 12.98732
H -25.55196 13.46751 12.84691
C -21.95959 20.25099 21.03070
C -23.13301 19.85847 20.19944
C -23.56037 18.41992 20.58100
C -24.82212 17.91075 20.08926
C -25.97285 18.91908 20.42846
C -25.67902 20.46077 20.10022
N -24.27065 20.77241 20.52003
O -24.02907 22.21710 20.42978
C -26.14900 20.77364 18.64449
C -26.59373 21.19419 21.07636
C -22.75421 19.96850 18.75502
H -22.06359 19.87287 22.04771
H -21.93115 21.33981 20.98864
H -20.99846 19.91435 20.64213
H -22.86253 17.64007 20.27611
H -23.71724 18.49392 21.65711
H -24.93802 16.93403 20.55903
H -24.70657 17.61172 19.04747
H -26.19982 18.69594 21.47095
H -26.87243 18.70575 19.85111
H -26.20114 21.84102 18.42984
H -25.55697 20.11432 18.00975
H -27.11056 20.31548 18.41298
H -26.85087 20.61271 21.96172
H -26.32649 22.15885 21.50779
H -27.61093 21.32233 20.70627
H -22.42075 20.99585 18.60854
H -23.63559 19.81967 18.13123
H -21.88739 19.34945 18.52370
H -24.28039 22.37442 21.34284
C -34.64341 16.76074 28.35513
O -33.56090 17.28747 28.45145
N -35.68540 16.86626 29.19194
N -35.01537 16.01534 27.37760
H -35.57565 17.46140 30.00055
H -36.55387 16.69959 28.70400
H -35.81258 15.39523 27.37906
H -34.24501 15.74323 26.78380
C -39.65485 21.01001 21.59305
O -39.25843 20.96438 20.41958
N -40.77151 21.56788 21.82710
N -39.19076 20.29132 22.48617
H -41.00417 22.27676 21.14632
H -41.23126 21.43644 22.71675
H -38.41163 19.66984 22.32245
H -39.64658 20.22595 23.38509
C -41.05270 13.12790 24.76059
O -40.78648 11.94277 24.50959
N -40.35668 14.17470 24.59486
N -42.25007 13.41893 25.29075
H -39.43155 14.12848 24.19224
H -40.70523 15.04199 24.97751
H -42.38838 14.40508 25.45951
H -42.91847 12.69573 25.51512
*
```

***

Entry 2:
Formula: C6H12
Source: OMol25
Level of theory: wB97M-V/def2-TZVPD

Output
**LUMO level**: 1.07 eV
**SMILES**: C=CC.C=CC
**Orbital gap**: 10.7 eV
**Max |F|**: 1.582 eV/Å
**Highest occupied orbital energy**: -0.35275 Eh

Structure (ORCA input):
```
! RIJCOSX wB97M-V def2-TZVPD def2/J DEFGRID3
* xyz 0 1
C -2.57192 1.79621 1.50039
C -2.43757 0.69673 0.49452
C -2.33292 -0.60664 0.67046
H -2.19798 1.52225 2.48050
H -3.63889 2.03580 1.57629
H -2.02810 2.67366 1.16278
H -2.46737 1.07669 -0.52348
H -2.17941 -1.18694 -0.22655
H -2.36381 -1.19196 1.57329
C 2.10402 -1.08023 -1.98248
C 2.11582 -0.84802 -0.51505
C 3.19371 -0.41745 0.12302
H 1.23987 -0.58454 -2.43579
H 2.08693 -2.14113 -2.25025
H 2.93368 -0.62067 -2.49905
H 1.21108 -0.70897 0.07198
H 3.18748 -0.11585 1.15785
H 4.14539 -0.29894 -0.37842
*
```

***

Entry 3:
Formula: C22H44Br22
Source: OMol25
Level of theory: wB97M-V/def2-TZVPD

Output
**LUMO level**: 0.01 eV
**SMILES**: BrCCBr.BrCCBr.BrCCBr.BrCCBr.BrCCBr.BrCCBr.BrCCBr.BrCCBr.BrCCBr.BrCCBr.BrCCBr
**Orbital gap**: 9.9 eV
**Max |F|**: 2.043 eV/Å
**Highest occupied orbital energy**: -0.36389 Eh

Structure (ORCA input):
```
! RIJCOSX wB97M-V def2-TZVPD def2/J DEFGRID3
* xyz 0 1
Br 2.31612 -30.19082 -7.91303
C 2.58523 -30.96330 -6.08322
C 2.09769 -32.44351 -5.97119
Br 0.22439 -32.78793 -6.51448
H 2.12069 -30.27140 -5.38066
H 3.64278 -30.91079 -5.82452
H 2.00598 -32.82564 -4.95450
H 2.79156 -33.12039 -6.46967
Br 2.36996 -24.51136 -0.78594
C 2.33035 -23.79305 -2.54668
C 3.55293 -24.22214 -3.32471
Br 3.26600 -23.84652 -5.32327
H 2.18431 -22.71473 -2.60985
H 1.41593 -24.22691 -2.95127
H 3.81683 -25.27272 -3.20331
H 4.43641 -23.68672 -2.97702
Br 3.39334 -29.74409 -14.50891
C 3.92803 -28.10748 -13.53858
C 3.45162 -28.20283 -12.06709
Br 1.52212 -28.48964 -12.03047
H 3.45239 -27.28818 -14.07767
H 5.00327 -27.93697 -13.59228
H 3.60411 -27.24212 -11.57527
H 3.99117 -29.02613 -11.59893
Br 5.81644 -24.15749 -7.73047
C 7.68484 -23.68934 -7.21918
C 7.56020 -22.39252 -6.36217
Br 9.39486 -21.65023 -6.20767
H 8.30078 -23.59204 -8.11319
H 8.12544 -24.51796 -6.66477
H 7.21537 -22.56426 -5.34251
H 6.92018 -21.61994 -6.78832
Br 1.05883 -25.89935 -7.70955
C 0.24388 -27.30134 -8.82390
C -0.88690 -27.93177 -7.91588
Br -2.07381 -29.09176 -9.06416
H 0.99830 -28.02579 -9.13069
H -0.20220 -26.83004 -9.69968
H -1.51631 -27.22698 -7.37256
H -0.46194 -28.52625 -7.10711
Br 0.57651 -27.99384 -4.37660
C 1.12351 -28.80896 -2.71478
C 2.05146 -27.74803 -2.09427
Br 3.05304 -28.48258 -0.60049
H 1.64731 -29.73185 -2.96380
H 0.21200 -28.94785 -2.13343
H 1.45173 -26.89320 -1.78171
H 2.77423 -27.35917 -2.81155
Br 6.03012 -32.62420 -4.63748
C 6.85674 -31.62872 -3.11117
C 7.40552 -30.30748 -3.62540
Br 8.00083 -29.21969 -2.06240
H 7.68020 -32.16192 -2.63608
H 6.06304 -31.43378 -2.38996
H 6.65966 -29.80319 -4.23980
H 8.23184 -30.36579 -4.33384
Br 4.75829 -27.96572 -4.43805
C 5.23149 -27.97692 -6.38359
C 4.19730 -27.02816 -7.01650
Br 4.35170 -27.07892 -9.05116
H 5.22033 -28.98019 -6.80952
H 6.25954 -27.63522 -6.50385
H 4.06763 -26.01888 -6.62580
H 3.21728 -27.50270 -6.96682
Br 13.59405 -27.27626 -5.61205
C 11.67129 -27.74332 -5.87695
C 10.83502 -26.71863 -5.00261
Br 8.90941 -26.94926 -5.35969
H 11.49668 -28.75100 -5.49984
H 11.47168 -27.68465 -6.94691
H 11.18564 -25.74982 -5.35839
H 10.94392 -26.71830 -3.91806
Br 6.42582 -34.59815 -9.85304
C 4.74921 -33.55958 -9.86096
C 5.01369 -32.00596 -9.88059
Br 5.72366 -31.36704 -8.12116
H 4.13573 -33.91863 -9.03463
H 4.20969 -33.88490 -10.75044
H 4.11379 -31.40938 -10.03013
H 5.77387 -31.74081 -10.61539
Br 9.23251 -27.41902 -9.73811
C 8.73866 -26.47050 -11.45073
C 7.38576 -25.81391 -11.24115
Br 6.68954 -24.81229 -12.82016
H 8.70264 -27.14803 -12.30382
H 9.47098 -25.67462 -11.58633
H 7.35216 -25.16170 -10.36846
H 6.60369 -26.51424 -10.94788
*
```

***

Entry 4:
Formula: C33H31F9N3O4PPdS
Source: OMol25
Level of theory: wB97M-V/def2-TZVPD

Output
**LUMO level**: 4.17 eV
**Orbital gap**: 4.6 eV
**Max |F|**: 2.067 eV/Å
**Highest occupied orbital energy**: -0.01502 Eh

Structure (ORCA input):
```
! RIJCOSX wB97M-V def2-TZVPD def2/J DEFGRID3
* xyz -2 1
Pd -1.28175 0.02574 0.98105
N -2.05054 0.80573 3.36440
C -3.47481 0.73380 3.68091
C -3.99749 -0.70587 3.70457
C -3.89223 -1.43059 2.35944
N -2.58329 -2.06090 2.14082
H -1.47060 0.68970 4.18323
H -1.83607 1.67204 2.88105
H -3.99255 1.28618 2.89506
H -3.71897 1.21457 4.63982
H -5.05411 -0.66833 3.99586
H -3.47090 -1.28368 4.47804
H -4.02583 -0.70423 1.55776
H -4.71465 -2.15424 2.27410
H -2.50519 -2.29891 1.15452
H -2.50756 -2.91920 2.67527
C -3.01826 -1.52958 -7.43043
C -2.75051 -1.38734 -5.94959
C -3.73602 -1.64923 -5.00971
C -3.47724 -1.54120 -3.64133
C -2.22160 -1.16111 -3.19895
C -1.22513 -0.88562 -4.13897
C -1.48630 -1.00407 -5.49251
S -1.85551 -0.87439 -1.44779
O -3.03020 -1.49388 -0.81458
O -0.59377 -1.59926 -1.31549
N -1.70938 0.66658 -1.36625
C -2.96042 1.44902 -1.44241
C -3.42806 2.22580 -0.18000
O -4.49810 2.85511 -0.34516
O -2.71953 2.17520 0.86081
H -4.08248 -1.67416 -7.62435
H -2.48316 -2.38886 -7.84744
H -2.68933 -0.64432 -7.98063
H -4.72716 -1.93945 -5.34865
H -4.24247 -1.75256 -2.90535
H -0.24766 -0.57916 -3.78011
H -0.70228 -0.78948 -6.21501
H -3.82966 0.85300 -1.73597
H -2.83990 2.21449 -2.21420
F 4.79526 -4.62666 3.34392
C 3.94072 -3.90332 4.09891
F 3.11554 -4.78213 4.69366
F 4.69109 -3.35373 5.07866
C 3.21450 -2.87052 3.29751
C 1.83415 -2.85054 3.24063
C 1.18461 -1.87855 2.48160
C 1.91084 -0.92431 1.78367
C 3.30525 -0.95673 1.85964
C 3.95888 -1.92220 2.60803
P 0.94516 0.36207 0.84305
C 1.80153 1.80812 1.60792
C 1.45995 2.07966 2.93653
C 2.03245 3.12741 3.63641
C 2.95797 3.95141 3.01272
C 3.29884 3.71634 1.69062
C 2.73260 2.65495 0.99942
C 3.56647 5.10601 3.73457
F 4.87863 5.25381 3.44671
F 2.98804 6.28435 3.41924
F 3.47682 4.99052 5.07357
C 1.73276 0.31310 -0.80042
C 2.50374 -0.74350 -1.28454
C 2.89293 -0.79115 -2.61364
C 2.50167 0.21328 -3.48771
C 1.69743 1.25048 -3.03617
C 1.30111 1.28530 -1.70932
C 2.96600 0.16067 -4.90453
F 2.31034 1.01994 -5.70405
F 4.28346 0.46383 -5.02753
F 2.82848 -1.06433 -5.45125
H 1.26304 -3.59254 3.78325
H 0.09844 -1.83620 2.40676
H 3.88387 -0.20760 1.32774
H 5.04165 -1.94297 2.66444
H 0.71731 1.44620 3.41317
H 1.75549 3.31263 4.66651
H 4.02794 4.35502 1.20511
H 3.02523 2.47971 -0.02736
H 2.78123 -1.55473 -0.62269
H 3.48467 -1.62120 -2.98212
H 1.34685 2.00205 -3.73119
H 0.59769 2.03867 -1.37325
*
```